This record from the Open Molecules 2025 dataset describes C7H10O2 in the gas phase. The level of theory is wB97M-V/def2-TZVPD.

```
19
Properties=species:S:1:pos:R:3:forces:R:3
O 2.129 -1.224 0.559 -0.03 -0.04 0.16
C 1.101 -1.494 -0.397 -0.32 -0.05 0.00
C -0.144 -0.679 -0.166 0.04 -0.28 -0.03
C -1.402 -1.157 -0.177 0.13 0.21 -0.11
C -2.371 -0.022 -0.013 -0.17 -0.22 -0.14
C -1.471 1.164 0.105 0.39 0.04 0.00
C -0.178 0.788 0.042 -0.45 0.02 -0.11
C 1.033 1.669 0.183 -0.10 0.44 0.38
O 2.111 1.293 -0.640 0.29 -0.35 0.01
H 1.750 -1.309 1.442 0.04 -0.04 -0.03
H 1.547 -1.250 -1.359 -0.03 0.04 -0.07
H 0.846 -2.562 -0.407 0.05 0.14 0.05
H -1.696 -2.180 -0.373 0.05 0.03 0.12
H -3.012 -0.138 0.872 0.11 -0.03 -0.03
H -3.070 0.031 -0.867 0.27 0.09 0.18
H -1.826 2.174 0.242 -0.01 0.06 0.01
H 0.781 2.707 -0.081 -0.05 -0.32 0.13
H 1.368 1.673 1.238 -0.21 0.04 -0.24
H 2.503 0.517 -0.201 0.01 0.21 -0.28
```
Forces are in eV/Å.

The structure (SMILES) is OCC1=CCC=C1CO. As for the lowest unoccupied orbital energy: 0.79 eV.


This record from the Open Molecules 2025 dataset describes 2 unconnected molecules or ions with the total composition C8H14N2O3. The level of theory is wB97M-V/def2-TZVPD.

```
27
Properties=species:S:1:pos:R:3:forces:R:3
C 1.450 -0.289 -1.241 0.49 -0.01 0.61
C 0.283 -0.265 -1.872 0.35 -0.87 -0.39
C 1.316 0.079 0.232 -0.96 -0.05 -1.35
C -0.831 0.152 -0.985 -0.43 0.25 -0.07
C 1.497 -1.051 1.201 -1.08 -0.61 0.96
C 2.190 1.346 0.562 0.23 -5.29 1.39
C -1.240 1.465 -1.664 -3.56 0.80 1.38
C -1.931 -0.868 -0.705 0.78 1.20 0.24
N -0.147 0.353 0.301 0.53 0.68 -0.28
N -1.475 -0.889 2.563 -0.01 0.56 0.25
O -1.880 -0.201 3.440 -0.27 -0.18 0.42
O -0.752 0.463 1.405 0.28 1.26 -0.79
O -1.516 -2.055 2.379 -0.09 -1.10 -0.10
H 2.484 -0.460 -1.564 -0.68 -0.06 -0.45
H -0.023 -0.400 -2.919 0.83 -0.18 0.42
H 2.503 -1.417 1.141 0.85 0.21 0.97
H 0.908 -1.981 1.020 -0.01 0.90 -0.53
H 1.025 -0.649 2.155 1.64 -0.75 -0.59
H 1.788 2.109 0.023 -0.28 2.47 -1.46
H 3.218 0.936 0.410 -0.52 1.25 -0.18
H 2.001 1.362 1.612 0.25 1.10 0.91
H -2.214 1.932 -1.274 0.76 -1.20 -0.41
H -1.368 1.397 -2.737 0.18 -0.21 -0.14
H -0.631 2.277 -1.403 1.72 0.78 0.03
H -2.539 -1.034 -1.509 -1.79 0.30 -2.61
H -2.577 -0.456 0.065 0.21 -0.60 0.43
H -1.538 -1.856 -0.634 0.58 -0.65 1.34
```
Forces are in eV/Å.

As for the lowest unoccupied orbital energy (spin up / spin down): 0.11 / 0.41 eV.


Respective ΔE to the lowest compared entry with this formula, charge and spin values: 87.8, 822.7 kJ/mol.
Respective maximum force values: 0.0114, 0.1064 Eh/bohr.